78
Properties=species:S:1:pos:R:3:forces:R:3 method="wB97M-V/def2-TZVPD" e_lumo_ev="-4.1847 / -5.5744" de_lowest_kj_mol=0.0 spin_multiplicity=4 largest_force_ev_per_a=1.75 homo_lumo_gap_ev="6.903 / 5.997" charge=+1 total_energy_ha=-7313.49622
Mo 0.274234 -0.096800 0.892108 0.0 0.9 1.5
O -5.477596 -0.255514 -0.403231 0.2 -0.2 0.1
C -4.983440 -1.484702 -0.265247 -0.2 0.2 -0.2
O -5.637456 -2.472274 -0.449619 0.0 0.0 0.1
C -3.543406 -1.611805 0.102017 -0.1 -0.3 0.1
C -2.930426 -2.842354 0.300020 0.0 0.1 0.0
N -1.635685 -2.618240 0.547539 0.0 0.1 0.0
N -1.371062 -1.308727 0.513076 0.1 -0.3 0.4
C -2.520886 -0.685713 0.275130 0.2 0.2 -0.4
C -2.391236 0.787614 0.117430 0.5 0.1 -0.1
O -3.332984 1.514583 -0.078716 -0.2 0.0 0.0
O -1.127540 1.196210 0.175825 -0.3 -0.4 -0.1
H -4.791942 0.431934 -0.263104 -0.1 0.1 0.0
H -3.351292 -3.833102 0.271498 0.0 0.0 0.0
H -0.924920 -3.275346 0.840463 0.0 0.1 0.0
F -4.380268 0.041706 6.878720 0.0 0.0 0.0
C -3.531991 -0.559022 6.056079 -0.1 -0.2 -0.1
C -2.271658 -0.158362 5.926708 0.2 0.0 0.0
N -1.379752 -0.806719 5.073708 -0.3 0.1 0.0
C -0.042027 -0.301182 4.870960 0.0 0.1 0.5
C 0.213352 0.004032 3.437263 -0.1 0.3 -0.8
O 1.324615 -0.229187 2.911851 0.1 -0.4 -0.1
O -0.700450 0.498051 2.686077 0.0 -0.2 0.2
C -1.772099 -1.861587 4.282634 -0.1 0.0 0.2
O -1.016026 -2.382629 3.478007 0.0 0.0 -0.1
N -3.066668 -2.276078 4.476948 0.1 0.0 -0.2
C -4.048393 -1.700269 5.294913 0.0 0.1 0.1
O -5.169289 -2.123922 5.338070 -0.1 -0.1 0.0
H -1.882293 0.672731 6.496758 0.0 0.0 0.0
H 0.723223 -1.001603 5.204930 -0.1 0.0 0.0
H 0.057519 0.627484 5.435900 0.1 -0.1 0.0
H -3.362557 -3.082653 3.942068 0.0 0.1 0.0
C 0.052351 5.298682 -2.973654 0.0 0.1 0.0
C -0.888375 4.741471 -2.118096 0.0 0.0 0.0
C -0.769067 3.426247 -1.701368 0.2 0.0 -0.1
C 0.305777 2.641805 -2.145846 0.0 0.3 0.1
C 1.251794 3.220357 -3.005934 -0.1 0.1 0.0
C 1.119561 4.539679 -3.419071 0.0 -0.1 0.0
Ge 0.501269 0.748600 -1.937240 0.0 0.2 -0.7
C -0.942697 -0.319600 -2.565131 -0.3 -0.2 0.0
C -0.884748 -1.717456 -2.584588 0.0 0.0 0.0
C -1.972485 -2.455936 -3.022660 0.0 0.1 0.0
C -3.135088 -1.807560 -3.426101 0.0 0.0 0.0
C -3.206216 -0.421916 -3.406244 0.1 0.0 0.0
C -2.114170 0.322232 -2.976650 0.0 -0.1 0.0
C 2.261265 0.219681 -2.455779 0.4 -0.1 -0.1
C 3.362648 0.973215 -2.038592 0.0 0.0 0.0
C 4.645911 0.630067 -2.435226 0.0 0.0 0.0
C 4.840149 -0.469450 -3.260474 0.0 0.0 0.0
C 3.751318 -1.207193 -3.705307 -0.1 0.0 0.0
C 2.465579 -0.870020 -3.306220 0.2 0.0 0.1
H -0.049163 6.327438 -3.293416 0.0 0.0 0.0
H -1.723043 5.334809 -1.769268 0.0 0.0 0.0
H -1.510238 3.031888 -1.029877 -0.1 -0.1 0.1
H 2.086802 2.647708 -3.380615 0.0 0.0 0.0
H 1.853009 4.968892 -4.088063 0.0 0.0 0.0
H 0.009946 -2.235961 -2.254989 0.0 0.0 0.0
H -1.917393 -3.536372 -3.052011 0.0 0.0 0.0
H -3.987689 -2.386219 -3.756517 0.0 0.0 0.0
H -4.109635 0.081713 -3.722614 0.0 0.0 0.0
H -2.181348 1.403307 -2.970770 0.0 0.0 0.0
H 3.219058 1.859620 -1.431393 0.0 0.0 0.1
H 5.491276 1.225508 -2.114090 0.0 0.0 0.0
H 5.839316 -0.741494 -3.573440 0.0 0.0 0.0
H 3.905532 -2.046227 -4.370409 0.0 0.0 0.0
H 1.634264 -1.455705 -3.675433 0.0 0.0 0.0
F 6.825756 1.401845 1.660870 -0.1 0.0 0.0
C 5.740211 0.697102 1.374799 0.1 0.1 0.0
C 5.838836 -0.661375 1.119862 0.0 0.0 0.0
F 7.021757 -1.254553 1.163005 0.0 0.0 0.0
C 4.699838 -1.392408 0.821071 0.3 0.0 0.0
F 4.845224 -2.689931 0.569872 -0.2 0.0 0.0
C 3.452443 -0.795143 0.771617 -0.1 -0.1 -0.1
Se 1.925510 -1.820188 0.287956 0.1 -0.3 -0.4
C 3.398502 0.556226 1.030341 0.0 0.2 0.0
F 2.196117 1.231991 0.929056 -0.1 -0.1 -0.1
C 4.504269 1.321381 1.327030 0.0 0.0 0.0
F 4.396448 2.626690 1.544801 0.0 0.0 0.0